1:
The ion C3H11N2 with charge +1. Source: the Open Molecules 2025 dataset; level of theory: ωB97M-V/def2-TZVPD.

XYZ file:
```
16
C3H11N2 | the Open Molecules 2025 dataset | ωB97M-V/def2-TZVPD
C 1.45 0.53 0.69
C 0.36 0.18 -0.32
N 0.89 -1.29 -0.96
C -0.97 -0.19 0.40
N -1.78 1.03 0.21
H 1.75 -0.32 1.33
H 1.00 1.33 1.33
H 2.25 1.11 0.22
H 0.26 0.85 -1.15
H 1.82 -1.12 -1.35
H 0.25 -1.80 -1.57
H 0.97 -1.94 -0.19
H -1.52 -1.10 0.06
H -0.78 -0.41 1.47
H -2.43 0.71 -0.51
H -2.40 1.29 0.96
```

Results
* charge: +1
* SMILES: C[C@@H]([NH3+])CN
* frontier orbital gap: 0.38291 hartree

Computed Löwdin charges, given in elementary charges: atom 1 (C): -0.054, atom 2 (C): -0.216, atom 3 (N): 0.201, atom 4 (C): -0.249, atom 5 (N): 0.011, atom 6 (H): 0.097, atom 7 (H): 0.114, atom 8 (H): 0.093, atom 9 (H): 0.134, atom 10 (H): 0.154, atom 11 (H): 0.159, atom 12 (H): 0.137, atom 13 (H): 0.124, atom 14 (H): 0.126, atom 15 (H): 0.083, atom 16 (H): 0.085

2:
The ion C3H11N2 with charge +1. Source: the Open Molecules 2025 dataset; level of theory: ωB97M-V/def2-TZVPD.

XYZ file:
```
16
C3H11N2 | the Open Molecules 2025 dataset | ωB97M-V/def2-TZVPD
C 0.48 -0.60 -1.67
N -0.67 -0.46 -0.77
C -0.34 -0.89 0.59
C 0.38 0.25 1.25
N -0.29 1.53 0.78
H 1.31 -1.19 -1.28
H 0.90 0.37 -1.99
H 0.23 -1.00 -2.66
H -1.49 -0.82 -1.25
H -1.25 -1.18 1.13
H 0.27 -1.80 0.59
H 0.43 0.15 2.33
H 1.40 0.37 0.89
H -1.02 1.75 1.45
H 0.34 2.32 0.73
H -0.67 1.22 -0.15
```

Results
* charge: +1
* SMILES: CNCC[NH3+]
* frontier orbital gap: 0.39255 hartree

Computed Löwdin charges, given in elementary charges: atom 1 (C): -0.099, atom 2 (N): -0.144, atom 3 (C): -0.204, atom 4 (C): -0.123, atom 5 (N): 0.180, atom 6 (H): 0.088, atom 7 (H): 0.083, atom 8 (H): 0.093, atom 9 (H): 0.131, atom 10 (H): 0.133, atom 11 (H): 0.130, atom 12 (H): 0.137, atom 13 (H): 0.131, atom 14 (H): 0.171, atom 15 (H): 0.163, atom 16 (H): 0.130

3:
A cluster of 2 separate species, C3H11N2 in total. Source: the Open Molecules 2025 dataset; level of theory: ωB97M-V/def2-TZVPD.

XYZ file:
```
16
C3H11N2 | the Open Molecules 2025 dataset | ωB97M-V/def2-TZVPD
C -2.92 -0.78 0.00
N -2.33 0.30 0.28
H -3.01 -1.56 0.76
H -3.36 -0.97 -0.97
H -2.48 1.07 -0.37
H -0.46 -0.02 0.41
C 1.83 0.92 -0.83
C 1.72 -0.34 0.03
N 0.46 -0.25 0.86
H 1.26 0.83 -1.76
H 2.86 1.00 -1.18
H 1.42 1.77 -0.30
H 2.54 -0.47 0.72
H 1.63 -1.23 -0.59
H 0.61 0.65 1.34
H 0.23 -0.91 1.62
```

Results
* charge: +1
* frontier orbital gap: 0.41150 hartree

Computed Löwdin charges, given in elementary charges: atom 1 (C): -0.072, atom 2 (N): -0.006, atom 3 (H): 0.077, atom 4 (H): 0.085, atom 5 (H): 0.067, atom 6 (H): 0.090, atom 7 (C): -0.060, atom 8 (C): -0.185, atom 9 (N): 0.148, atom 10 (H): 0.088, atom 11 (H): 0.094, atom 12 (H): 0.085, atom 13 (H): 0.128, atom 14 (H): 0.126, atom 15 (H): 0.158, atom 16 (H): 0.178

4:
A cluster of 2 separate species, C3H11N2 in total. Source: the Open Molecules 2025 dataset; level of theory: ωB97M-V/def2-TZVPD.

XYZ file:
```
16
C3H11N2 | the Open Molecules 2025 dataset | ωB97M-V/def2-TZVPD
C 0.83 1.82 1.47
C 0.52 0.58 0.62
N 1.39 0.54 -0.56
H 0.71 2.82 1.01
H 0.34 1.84 2.45
H 1.93 1.83 1.61
H 0.72 -0.38 1.14
H -0.59 0.50 0.41
H 1.30 -0.37 -1.03
H 1.22 1.30 -1.20
C -1.83 -2.17 -1.21
N -0.94 -1.35 -0.84
H -2.38 -1.99 -2.18
H -2.02 -2.99 -0.50
H -0.47 -1.53 0.03
H -0.74 -0.45 -1.22
```

Results
* charge: +1
* frontier orbital gap: 0.28423 hartree

Computed Löwdin charges, given in elementary charges: atom 1 (C): -0.087, atom 2 (C): -0.368, atom 3 (N): -0.002, atom 4 (H): 0.084, atom 5 (H): 0.080, atom 6 (H): 0.087, atom 7 (H): 0.108, atom 8 (H): 0.090, atom 9 (H): 0.062, atom 10 (H): 0.080, atom 11 (C): 0.186, atom 12 (N): 0.157, atom 13 (H): 0.155, atom 14 (H): 0.141, atom 15 (H): 0.117, atom 16 (H): 0.110

The structure with the least stability is 4.